(1)
C9H21BBrCl2O5S | wB97M-V/def2-TZVPD

Properties
- HOMO-LUMO gap: 0.384 Ha
- 2S+1: 1
- Max |F|: 0.75 eV Å⁻¹
- HOMO energy: -13.0 eV
- E: -4648.97188 hartree
- Net charge: +1

CARTESIAN COORDINATES (ANGSTROEM)
C: 3.21224 0.46294 -0.64590
C: 2.32219 -0.73212 -0.95891
Br: 2.37919 -1.98868 0.51153
C: 0.91513 -0.24372 -1.25698
S: -0.23038 -1.59592 -1.59334
C: -1.66772 -0.77157 -2.49132
O: -2.85871 -0.89978 -1.85107
C: -3.26433 0.15334 -0.97455
O: -3.08608 1.39736 -1.52893
C: -1.98640 2.18277 -1.08611
C: -2.46777 3.44012 -0.39115
O: -2.77633 3.19964 0.97825
C: -0.95812 -2.22066 -0.07329
B: -0.99230 -1.37164 1.26806
O: -1.53514 -2.01354 2.35877
O: -0.48169 -0.11914 1.38229
H: 4.25777 0.17407 -0.62925
H: 2.94068 0.89384 0.31603
H: 3.07880 1.23420 -1.40523
H: 2.71059 -1.24023 -1.83776
H: 0.95772 0.27660 -2.21774
H: 0.51710 0.44519 -0.52221
H: -1.36610 0.25272 -2.70692
H: -1.71276 -1.33309 -3.42021
H: -2.75469 0.08562 -0.00841
H: -4.32585 -0.01844 -0.82474
H: -1.36157 2.44749 -1.94289
H: -1.36503 1.63487 -0.37247
H: -1.67813 4.19040 -0.46503
H: -3.37634 3.80051 -0.86209
H: -1.95897 3.20828 1.47319
H: -1.97985 -2.50531 -0.33194
H: -0.43609 -3.15344 0.13170
H: -2.42875 -1.72750 2.56728
H: -0.32908 0.09433 2.31067
C: 4.73360 -1.65240 3.42612
Cl: 6.47857 -1.69764 3.18455
Cl: 4.12640 0.00221 3.61286
H: 4.25786 -2.08263 2.55445
H: 4.49032 -2.20903 4.32270

For each atom in turn, the Löwdin charge in e is: atom 1 (C): -0.121, atom 2 (C): -0.761, atom 3 (Br): 0.862, atom 4 (C): -0.411, atom 5 (S): 1.191, atom 6 (C): -0.303, atom 7 (O): -0.098, atom 8 (C): -0.195, atom 9 (O): -0.062, atom 10 (C): -0.183, atom 11 (C): -0.205, atom 12 (O): -0.045, atom 13 (C): -0.247, atom 14 (B): -0.765, atom 15 (O): 0.177, atom 16 (O): 0.149, atom 17 (H): 0.090, atom 18 (H): 0.079, atom 19 (H): 0.091, atom 20 (H): 0.099, atom 21 (H): 0.112, atom 22 (H): 0.079, atom 23 (H): 0.101, atom 24 (H): 0.117, atom 25 (H): 0.126, atom 26 (H): 0.157, atom 27 (H): 0.129, atom 28 (H): 0.105, atom 29 (H): 0.127, atom 30 (H): 0.133, atom 31 (H): 0.081, atom 32 (H): 0.104, atom 33 (H): 0.084, atom 34 (H): 0.126, atom 35 (H): 0.140, atom 36 (C): -1.043, atom 37 (Cl): 0.526, atom 38 (Cl): 0.485, atom 39 (H): -0.059, atom 40 (H): 0.029



(2)
C9H21BBrClINNbO2 | wB97M-V/def2-TZVPD

Properties
- HOMO-LUMO gap: 0.210 Ha
- 2S+1: 1
- Max |F|: 3.50 eV Å⁻¹
- HOMO energy: -4.3 eV
- E: -3974.35186 hartree
- Net charge: -1

CARTESIAN COORDINATES (ANGSTROEM)
C: -3.14671 1.47831 -1.49683
C: -2.73075 0.20366 -0.85163
Nb: -0.58262 -0.31106 -0.18833
Br: -1.66649 -2.26997 1.27635
I: 0.53301 1.84810 -1.72916
C: -0.71380 1.16831 1.55124
C: 0.70343 1.88667 1.95322
C: 0.62468 3.55421 1.87100
N: 2.05939 4.04361 1.58177
C: 1.47382 -1.06453 0.43433
C: 1.65786 -2.69255 0.43021
C: 1.66403 -3.27391 1.98421
Cl: 0.81535 -4.94493 1.99031
C: -0.43422 -1.62027 -2.05508
B: -1.16248 -1.00483 -3.39419
O: -2.60814 -1.25585 -3.72198
O: -0.42241 -0.18511 -4.41455
H: -3.27249 1.46198 -2.67845
H: -3.39985 2.43563 -0.84552
H: -3.56625 -0.63378 -0.69301
H: -1.21770 0.66978 2.50078
H: -1.44676 2.03923 1.19481
H: 0.87843 1.65599 3.11169
H: 1.62250 1.58460 1.29559
H: -0.05361 3.89076 0.97680
H: 0.33602 4.04328 2.90233
H: 2.74541 3.47442 2.12475
H: 2.30106 3.86368 0.56345
H: 1.70744 -0.69905 1.54654
H: 2.33740 -0.58899 -0.22639
H: 2.75686 -2.90081 0.01447
H: 0.93295 -3.27779 -0.27705
H: 0.98986 -2.54381 2.63482
H: 2.72897 -3.27970 2.47041
H: 0.71843 -1.77086 -2.31135
H: -0.88854 -2.70347 -1.87977
H: -2.80654 -2.21724 -3.50923
H: 0.53246 -0.06373 -4.13654

For each atom in turn, the Löwdin charge in e is: atom 1 (C): -0.070, atom 2 (C): -0.353, atom 3 (Nb): 1.146, atom 4 (Br): -0.015, atom 5 (I): 0.215, atom 6 (C): -0.446, atom 7 (C): -0.345, atom 8 (C): -0.289, atom 9 (N): -0.097, atom 10 (C): -0.430, atom 11 (C): -0.386, atom 12 (C): -0.586, atom 13 (Cl): 0.371, atom 14 (C): -0.345, atom 15 (B): -0.643, atom 16 (O): -0.024, atom 17 (O): -0.057, atom 18 (H): 0.087, atom 19 (H): 0.081, atom 20 (H): 0.063, atom 21 (H): 0.037, atom 22 (H): 0.027, atom 23 (H): 0.104, atom 24 (H): 0.044, atom 25 (H): 0.089, atom 26 (H): 0.106, atom 27 (H): 0.047, atom 28 (H): 0.044, atom 29 (H): 0.047, atom 30 (H): 0.044, atom 31 (H): 0.102, atom 32 (H): 0.060, atom 33 (H): 0.051, atom 34 (H): 0.084, atom 35 (H): 0.050, atom 36 (H): 0.046, atom 37 (H): 0.097, atom 38 (H): 0.045



(3)
C9H21BaO12 | wB97M-V/def2-TZVPD

Properties
- HOMO-LUMO gap: 0.299 Ha
- 2S+1: 1
- Max |F|: 2.37 eV Å⁻¹
- HOMO energy: -5.8 eV
- Energy relative to the best compared isomer or geometry (same formula, charge and spin): 2.7 kcal per mole
- E: -1284.20164 hartree
- Net charge: -1

CARTESIAN COORDINATES (ANGSTROEM)
Ba: 10.65696 -10.11192 21.17471
O: 12.49822 -6.08565 22.63597
C: 11.98641 -7.24648 22.08027
O: 12.66673 -8.28088 22.10030
O: 10.81505 -7.18068 21.63401
H: 11.72819 -5.51447 22.51060
O: 6.88381 -12.20975 19.36185
C: 7.93240 -11.85480 20.21473
O: 9.02840 -11.62978 19.65227
O: 7.70210 -11.55191 21.39251
H: 7.48521 -12.21574 18.59699
O: 13.92903 -13.37605 21.56065
C: 13.01681 -12.34786 21.45585
O: 11.92388 -12.60645 20.87952
O: 13.24868 -11.21751 21.90488
H: 13.34788 -13.98874 21.07482
C: 11.81217 -10.02975 17.86761
C: 10.61671 -9.14069 17.59163
O: 10.42289 -8.39692 18.80117
H: 11.76020 -10.68803 18.73170
H: 12.66816 -9.38076 18.07912
H: 12.06496 -10.58015 16.96049
H: 9.74552 -9.76670 17.36689
H: 10.77130 -8.51251 16.71041
H: 9.68023 -7.80734 18.63411
C: 6.91429 -8.22963 21.22135
C: 7.60348 -8.04507 22.57122
O: 8.45221 -9.15523 22.83184
H: 6.18020 -9.03153 21.14516
H: 7.62683 -8.38663 20.40536
H: 6.40049 -7.29935 20.94783
H: 6.78003 -7.88462 23.27989
H: 8.22176 -7.14969 22.58414
H: 7.87725 -9.91999 22.65576
C: 10.36895 -13.06123 23.63373
C: 11.19521 -12.08192 24.45492
O: 11.13989 -10.74225 23.95666
H: 9.68898 -12.65770 22.88422
H: 9.70932 -13.58580 24.33634
H: 10.97976 -13.84511 23.19504
H: 12.22611 -12.45452 24.41817
H: 10.97859 -12.02811 25.52652
H: 11.78764 -10.23043 24.44950

For each atom in turn, the Löwdin charge in e is: atom 1 (Ba): 2.086, atom 2 (O): 0.051, atom 3 (C): -0.854, atom 4 (O): -0.109, atom 5 (O): -0.140, atom 6 (H): 0.086, atom 7 (O): 0.051, atom 8 (C): -0.817, atom 9 (O): -0.203, atom 10 (O): -0.050, atom 11 (H): 0.088, atom 12 (O): 0.061, atom 13 (C): -0.865, atom 14 (O): -0.183, atom 15 (O): -0.094, atom 16 (H): 0.095, atom 17 (C): -0.089, atom 18 (C): -0.306, atom 19 (O): -0.173, atom 20 (H): 0.021, atom 21 (H): 0.089, atom 22 (H): 0.082, atom 23 (H): 0.108, atom 24 (H): 0.111, atom 25 (H): 0.089, atom 26 (C): -0.084, atom 27 (C): -0.302, atom 28 (O): -0.187, atom 29 (H): 0.078, atom 30 (H): 0.064, atom 31 (H): 0.071, atom 32 (H): 0.107, atom 33 (H): 0.104, atom 34 (H): 0.049, atom 35 (C): -0.069, atom 36 (C): -0.292, atom 37 (O): -0.182, atom 38 (H): 0.057, atom 39 (H): 0.071, atom 40 (H): 0.070, atom 41 (H): 0.110, atom 42 (H): 0.106, atom 43 (H): 0.095



(4)
C9H21BrClLaO2P2 | wB97M-V/def2-TZVPD

Properties
- HOMO-LUMO gap (spin up / spin down): 0.255 / 0.198 Ha
- 2S+1: 1
- Max |F|: 14.12 eV Å⁻¹
- HOMO energy (spin up / spin down): -15.5 / -15.5 eV
- Energy relative to the best compared isomer or geometry (same formula, charge and spin): 157.6 kcal per mole
- E: -4253.73713 hartree
- Net charge: +2

CARTESIAN COORDINATES (ANGSTROEM)
C: 0.22536 -0.01793 -2.80221
C: 1.03536 0.21728 -1.80797
H: 0.92939 -0.22209 -3.65209
H: -0.38269 0.85463 -3.07942
H: -0.49216 -0.87575 -2.75507
O: 2.19026 0.58919 -1.58357
Cl: -2.31846 0.12101 -0.82787
La: -0.21704 -0.02276 0.37450
P: -0.19754 2.58600 0.46215
C: 1.30122 3.21887 1.04525
C: -0.59483 3.19936 -1.12233
H: -0.76457 4.25855 -0.94981
H: -1.73538 3.92521 1.46827
H: -1.50457 2.73270 -1.54457
H: -2.41657 2.25570 1.36879
H: 2.15618 2.94889 0.39302
H: 0.23545 3.05751 -1.83738
C: -1.52084 2.87327 1.58576
H: 1.15246 4.29605 1.03916
H: -1.20540 2.63000 2.61958
H: 1.52914 2.86972 2.06927
P: -0.06205 -2.58539 0.22624
C: 1.44913 -3.13436 0.91725
C: -1.40234 -3.05733 1.27819
H: -1.22056 -2.85378 -1.84262
H: -0.29359 -4.27169 -1.25125
H: 0.55636 -2.90321 -2.04348
C: -0.27400 -3.19085 -1.37428
H: -2.30195 -2.40323 1.17682
H: -1.62687 -4.06761 0.98718
H: 1.38489 -4.21834 0.86426
H: 1.56370 -2.79824 1.96553
H: -1.07463 -2.98992 2.33097
H: 2.33055 -2.77921 0.34382
C: 1.82696 -0.01605 1.20976
O: 2.85991 -0.00109 1.75127
Br: -1.12030 -0.22508 2.99689

For each atom in turn, the Löwdin charge in e is: atom 1 (C): -0.109, atom 2 (C): -0.468, atom 3 (H): 0.166, atom 4 (H): 0.134, atom 5 (H): 0.087, atom 6 (O): 0.121, atom 7 (Cl): 0.035, atom 8 (La): 0.775, atom 9 (P): 0.644, atom 10 (C): -0.218, atom 11 (C): -0.225, atom 12 (H): 0.083, atom 13 (H): 0.078, atom 14 (H): 0.056, atom 15 (H): 0.062, atom 16 (H): 0.087, atom 17 (H): 0.080, atom 18 (C): -0.258, atom 19 (H): 0.086, atom 20 (H): 0.045, atom 21 (H): 0.090, atom 22 (P): 0.620, atom 23 (C): -0.223, atom 24 (C): -0.268, atom 25 (H): 0.083, atom 26 (H): 0.084, atom 27 (H): 0.081, atom 28 (C): -0.236, atom 29 (H): 0.059, atom 30 (H): 0.072, atom 31 (H): 0.083, atom 32 (H): 0.084, atom 33 (H): 0.042, atom 34 (H): 0.085, atom 35 (C): -0.230, atom 36 (O): 0.209, atom 37 (Br): 0.103